Entry from the OMol25 dataset: a 16-piece molecular cluster, C64H176N16O16 overall in a non-equilibrium geometry (the ωB97M-V functional and the def2-TZVPD basis).

```
272
Properties=species:S:1:pos:R:3:mulliken_charge:R:1
C 5.815 2.655 -3.784 -1.47
C 4.743 2.778 -4.964 1.10
C 3.819 3.810 -4.611 -1.10
O 3.129 3.474 -3.335 -0.03
C 2.305 4.601 -2.893 -0.76
N 5.351 2.896 -6.244 -0.81
H 6.368 3.577 -3.610 0.50
H 6.469 1.801 -3.960 0.40
H 5.369 2.522 -2.798 0.23
H 4.126 1.879 -4.964 -0.24
H 3.110 3.992 -5.419 0.33
H 4.272 4.797 -4.517 0.69
H 2.770 5.587 -2.879 0.36
H 2.276 4.447 -1.814 0.20
H 1.286 4.493 -3.266 0.14
H 6.086 3.575 -6.100 0.31
H 5.783 2.029 -6.527 0.30
C -3.802 1.839 3.040 -1.13
C -4.168 2.358 1.678 2.31
C -3.213 3.386 1.138 0.01
O -3.864 4.114 0.070 -0.38
C -2.953 4.935 -0.667 -0.71
N -4.390 1.240 0.787 0.85
H -2.816 1.374 3.043 -0.08
H -4.582 1.250 3.520 0.23
H -3.623 2.710 3.671 0.69
H -5.097 2.910 1.826 -1.55
H -2.342 2.895 0.703 -0.40
H -2.788 3.987 1.942 0.39
H -2.260 5.566 -0.110 0.33
H -3.414 5.577 -1.418 0.35
H -2.214 4.409 -1.273 0.10
H -4.448 1.495 -0.189 0.13
H -3.518 0.740 0.884 -1.30
C 2.718 6.328 3.732 -1.30
C 1.142 6.552 3.811 0.59
C 0.352 5.187 3.621 -0.63
O 0.623 4.319 2.523 0.10
C 0.517 4.853 1.278 -0.29
N 0.842 7.384 4.966 -0.70
H 3.258 7.269 3.842 0.50
H 2.896 5.945 2.728 0.24
H 3.021 5.631 4.514 0.27
H 0.925 7.013 2.847 0.19
H -0.702 5.452 3.533 0.33
H 0.341 4.606 4.543 -0.06
H 0.574 4.012 0.586 -0.44
H 1.415 5.451 1.124 0.31
H -0.390 5.451 1.188 0.40
H 1.551 8.103 5.013 0.29
H -0.014 7.901 4.826 0.27
C -1.978 -2.713 -3.511 0.09
C -2.646 -2.931 -2.172 0.46
C -1.689 -3.570 -1.173 -1.92
O -0.723 -2.555 -0.865 0.60
C 0.379 -3.048 -0.103 -1.20
N -3.233 -1.695 -1.595 0.48
H -2.663 -2.153 -4.148 -0.24
H -1.834 -3.583 -4.152 0.89
H -1.097 -2.074 -3.577 -0.83
H -3.410 -3.680 -2.380 0.51
H -1.272 -4.454 -1.656 0.39
H -2.038 -3.796 -0.165 0.32
H 0.964 -2.159 0.132 0.10
H 0.955 -3.807 -0.633 0.17
H 0.055 -3.509 0.830 0.46
H -2.487 -1.032 -1.440 -1.00
H -3.886 -1.157 -2.146 0.30
C 4.212 1.507 3.886 -0.10
C 5.610 1.232 4.619 -0.61
C 5.323 0.207 5.811 0.30
O 6.590 0.051 6.358 -0.51
C 6.616 -0.795 7.502 -0.69
N 6.536 0.660 3.680 -0.27
H 4.209 1.230 2.831 -0.06
H 4.123 2.587 4.001 0.43
H 3.406 0.977 4.393 -0.59
H 6.036 2.185 4.933 0.81
H 4.926 -0.775 5.555 -0.43
H 4.706 0.719 6.550 0.72
H 5.815 -0.667 8.230 0.19
H 7.425 -0.406 8.121 0.32
H 6.829 -1.849 7.326 0.23
H 7.465 0.818 4.044 0.30
H 6.251 -0.298 3.538 -0.19
C -7.789 -1.905 -4.841 -1.43
C -6.426 -2.608 -4.420 0.11
C -5.551 -3.245 -5.536 0.00
O -6.287 -4.299 -6.120 -0.44
C -5.878 -4.901 -7.403 -0.66
N -5.702 -1.720 -3.522 -0.11
H -8.091 -1.206 -4.061 0.36
H -8.591 -2.640 -4.917 0.30
H -7.504 -1.366 -5.745 0.33
H -6.789 -3.443 -3.820 0.60
H -4.629 -3.700 -5.173 0.20
H -5.212 -2.579 -6.329 0.12
H -6.321 -5.885 -7.560 0.27
H -4.797 -4.893 -7.546 0.19
H -6.250 -4.199 -8.149 0.31
H -4.907 -2.315 -3.339 -0.26
H -6.136 -1.625 -2.615 -0.08
C 0.839 3.211 -6.195 -1.08
C -0.592 2.717 -5.928 0.96
C -1.725 3.136 -6.954 -0.44
O -1.723 4.519 -7.327 -0.37
C -2.926 4.986 -7.955 -0.77
N -0.473 1.273 -5.971 -0.39
H 1.380 2.712 -5.391 -0.08
H 0.954 4.294 -6.234 0.45
H 1.151 2.861 -7.178 0.31
H -0.718 3.095 -4.913 -0.12
H -2.700 2.865 -6.548 0.19
H -1.546 2.558 -7.860 0.34
H -3.744 4.939 -7.236 0.31
H -3.120 4.405 -8.857 0.29
H -2.602 6.022 -8.054 0.27
H 0.178 0.865 -5.316 -0.06
H -1.339 0.754 -6.003 -0.05
C 0.626 0.269 2.249 -1.96
C -0.589 0.473 1.447 2.06
C -0.425 0.858 -0.045 -1.21
O -1.725 0.862 -0.614 3.14
C -1.762 1.113 -1.992 -0.48
N -1.285 -0.861 1.481 -0.13
H 0.318 -0.124 3.219 0.58
H 1.077 1.258 2.335 0.33
H 1.330 -0.467 1.862 -0.20
H -1.170 1.245 1.952 -0.72
H 0.173 0.006 -0.369 -0.48
H 0.073 1.811 -0.220 0.18
H -1.592 0.230 -2.608 -0.37
H -1.145 1.951 -2.315 -0.11
H -2.804 1.393 -2.149 0.38
H -2.143 -0.711 0.970 -0.56
H -0.826 -1.562 0.917 0.26
C 1.399 0.162 -3.074 -1.37
C 2.418 -0.445 -2.228 1.36
C 2.825 -1.786 -2.874 -1.30
O 1.672 -2.616 -2.816 0.04
C 1.592 -3.433 -4.014 -0.89
N 3.518 0.467 -2.064 0.01
H 1.199 1.211 -2.854 0.51
H 0.462 -0.392 -3.025 -0.40
H 1.776 0.194 -4.096 1.22
H 1.989 -0.648 -1.247 -0.61
H 3.672 -2.147 -2.291 0.50
H 3.135 -1.680 -3.913 0.54
H 1.078 -4.338 -3.689 0.28
H 2.538 -3.722 -4.471 0.44
H 0.809 -3.021 -4.650 0.14
H 3.533 0.947 -2.953 -0.62
H 4.272 -0.203 -2.113 0.17
C -1.407 -3.289 -8.783 -1.61
C -1.476 -1.948 -8.117 0.45
C -2.889 -1.647 -7.599 -0.32
O -2.991 -0.284 -7.132 -0.25
C -4.272 0.010 -6.672 -0.53
N -0.566 -1.969 -6.963 -0.17
H -2.051 -3.163 -9.654 0.44
H -1.976 -3.993 -8.175 0.28
H -0.430 -3.691 -9.049 0.40
H -1.263 -1.166 -8.846 0.30
H -3.182 -2.215 -6.716 -0.13
H -3.543 -1.818 -8.454 0.42
H -5.072 -0.119 -7.401 0.41
H -4.294 1.030 -6.287 0.26
H -4.624 -0.567 -5.816 0.03
H 0.365 -2.179 -7.293 0.34
H -0.535 -0.996 -6.692 -0.17
C 7.868 -3.005 3.232 -1.36
C 6.926 -3.156 4.505 0.80
C 5.469 -3.208 4.062 -1.28
O 5.050 -1.970 3.674 0.23
C 3.846 -2.067 2.890 -0.83
N 7.257 -4.376 5.218 -0.72
H 8.936 -2.856 3.387 0.39
H 7.433 -2.298 2.526 0.04
H 7.969 -3.953 2.702 0.44
H 7.213 -2.372 5.205 0.04
H 4.852 -3.555 4.892 0.32
H 5.376 -3.950 3.269 0.69
H 4.032 -1.970 1.820 0.20
H 3.202 -1.252 3.222 -0.06
H 3.384 -3.009 3.182 0.57
H 7.266 -5.010 4.431 0.34
H 8.186 -4.478 5.602 0.29
C 7.311 1.866 0.125 -1.19
C 6.934 0.460 -0.567 1.23
C 8.122 -0.533 -0.683 -1.08
O 8.937 0.082 -1.735 -0.29
C 10.262 -0.256 -1.687 -0.87
N 5.731 -0.137 0.087 -0.24
H 8.355 1.902 0.436 0.34
H 6.638 2.001 0.971 0.24
H 7.197 2.651 -0.624 0.20
H 6.519 0.606 -1.564 -0.27
H 7.826 -1.543 -0.967 0.43
H 8.627 -0.555 0.283 0.40
H 10.672 0.008 -0.712 0.34
H 10.926 0.123 -2.463 0.24
H 10.360 -1.342 -1.657 0.33
H 5.873 -0.292 1.074 -0.04
H 5.037 0.588 -0.030 0.20
C -8.128 1.794 -1.923 -1.52
C -7.685 1.245 -0.495 2.12
C -8.209 2.046 0.727 -0.78
O -7.640 3.328 0.691 -0.34
C -7.544 4.073 1.917 -0.62
N -8.152 -0.136 -0.301 -0.81
H -7.801 2.817 -2.111 0.34
H -9.215 1.837 -1.862 0.38
H -7.700 1.236 -2.756 0.29
H -6.595 1.243 -0.524 -1.00
H -7.910 1.575 1.663 0.27
H -9.293 2.158 0.706 0.45
H -7.036 5.021 1.742 0.29
H -6.819 3.480 2.474 0.11
H -8.453 4.275 2.484 0.31
H -7.603 -0.784 -0.848 0.34
H -7.896 -0.464 0.620 0.15
C 0.425 -3.910 5.069 -0.76
C 0.351 -5.429 4.914 0.49
C -1.038 -5.963 4.408 -0.57
O -2.020 -5.895 5.463 -0.37
C -3.385 -6.336 5.086 -0.73
N 1.423 -5.846 4.075 -0.70
H 1.358 -3.533 5.487 0.00
H -0.522 -3.495 5.417 0.32
H 0.569 -3.392 4.121 0.08
H 0.545 -6.000 5.822 0.35
H -0.870 -6.974 4.037 0.40
H -1.229 -5.417 3.483 0.14
H -3.860 -5.762 4.291 0.23
H -3.973 -6.178 5.990 0.26
H -3.440 -7.413 4.924 0.38
H 2.238 -5.844 4.672 0.26
H 1.348 -6.842 3.931 0.25
C 1.100 2.051 8.712 -1.47
C 1.685 1.707 7.220 0.49
C 1.776 0.150 7.012 -0.28
O 2.881 -0.338 7.762 -0.32
C 2.907 -1.773 7.720 -0.70
N 0.942 2.286 6.081 -0.48
H 1.518 1.435 9.508 0.37
H 0.093 1.663 8.864 0.38
H 1.014 3.125 8.878 0.40
H 2.715 2.055 7.147 0.07
H 1.867 -0.060 5.946 -0.25
H 0.830 -0.290 7.328 0.68
H 3.370 -2.163 6.814 0.03
H 1.960 -2.300 7.832 0.41
H 3.537 -2.106 8.545 0.34
H 0.536 3.171 6.351 0.26
H 1.447 2.545 5.245 0.11
C -6.432 -1.042 3.186 -1.14
C -5.302 -1.817 2.445 1.86
C -5.276 -3.251 2.799 -0.70
O -4.941 -3.303 4.246 -0.45
C -3.605 -2.982 4.725 -0.68
N -5.520 -1.597 1.065 -0.39
H -6.160 -0.042 2.850 -0.18
H -6.442 -1.063 4.276 0.29
H -7.480 -1.184 2.919 0.33
H -4.370 -1.265 2.564 -0.30
H -4.683 -3.921 2.176 0.32
H -6.277 -3.653 2.638 0.39
H -3.510 -1.901 4.825 0.37
H -2.839 -3.397 4.069 0.20
H -3.405 -3.395 5.713 0.35
H -5.462 -0.590 1.017 -0.09
H -4.683 -2.009 0.678 -0.16
```

Output
**Kohn-Sham gap**: 8.90 eV
**Net charge**: 0
**ΔE to the lowest compared entry with this formula, charge and spin**: 8.930 eV
**HOMO**: -8.436 eV